Entry from the OMol25 dataset: a molecular structure, C71H101As5F30N10O15 in a non-equilibrium geometry (the ωB97M-V functional and the def2-TZVPD basis).

Computed properties:
- HOMO energy: -5.31 eV
- LUMO: -4.540 eV

Geometry as ORCA input:
```
! wB97M-V def2-TZVPD RIJCOSX def2/J DEFGRID3
* xyz 0 1
C -25.663 0.410 3.328
N -24.456 -0.333 2.870
C -24.427 -0.835 1.633
C -23.274 -1.453 1.146
C -22.084 -1.406 1.850
C -22.157 -0.902 3.170
C -23.318 -0.325 3.676
C -20.797 -1.849 1.307
C -20.675 -3.056 0.552
C -19.446 -3.391 0.020
N -18.348 -2.592 0.035
C -18.500 -1.469 0.773
C -19.632 -1.054 1.342
C -17.150 -2.906 -0.705
H -25.660 0.290 4.412
H -26.469 -0.114 2.816
H -25.646 1.436 2.960
H -25.369 -0.891 1.108
H -23.184 -1.926 0.180
H -21.352 -1.065 3.871
H -23.404 0.139 4.647
H -21.569 -3.638 0.382
H -19.237 -4.209 -0.652
H -17.662 -0.787 0.755
H -19.584 -0.071 1.786
H -17.529 -3.058 -1.715
H -16.693 -3.805 -0.291
H -16.438 -2.082 -0.648
C -1.367 2.188 -8.383
N -2.410 2.335 -7.340
C -2.754 1.276 -6.576
C -3.757 1.434 -5.579
C -4.374 2.674 -5.402
C -3.834 3.747 -6.102
C -2.781 3.559 -7.006
C -5.499 2.748 -4.423
C -6.542 3.666 -4.723
C -7.569 3.836 -3.769
N -7.553 3.124 -2.602
C -6.578 2.218 -2.374
C -5.535 1.969 -3.237
C -8.702 3.286 -1.710
H -1.397 3.053 -9.047
H -1.699 1.309 -8.936
H -0.401 2.030 -7.903
H -2.176 0.369 -6.679
H -3.930 0.644 -4.863
H -4.298 4.698 -5.886
H -2.451 4.404 -7.592
H -6.564 4.156 -5.686
H -8.495 4.374 -3.911
H -6.634 1.638 -1.465
H -4.804 1.223 -2.960
H -9.536 2.983 -2.343
H -8.707 4.329 -1.393
H -8.563 2.630 -0.851
C -19.031 7.010 -1.537
N -20.094 7.331 -0.478
C -20.670 8.541 -0.606
C -21.394 8.985 0.515
C -21.694 8.227 1.665
C -21.112 6.965 1.639
C -20.364 6.483 0.530
C -22.581 8.685 2.747
C -22.522 8.267 4.114
C -23.442 8.704 5.046
N -24.397 9.572 4.678
C -24.429 10.130 3.460
C -23.577 9.676 2.446
C -25.327 10.044 5.760
H -18.127 6.873 -0.943
H -18.874 7.892 -2.157
H -19.382 6.140 -2.093
H -20.402 9.168 -1.444
H -21.877 9.951 0.499
H -21.272 6.238 2.421
H -19.924 5.503 0.420
H -21.615 7.711 4.301
H -23.454 8.261 6.031
H -25.146 10.929 3.346
H -23.724 10.115 1.471
H -26.189 10.507 5.278
H -24.699 10.768 6.280
H -25.645 9.245 6.429
C -16.415 -5.322 8.461
N -15.722 -6.086 7.492
C -15.628 -5.625 6.268
C -14.816 -6.186 5.339
C -14.039 -7.246 5.718
C -14.075 -7.630 6.998
C -14.921 -7.107 7.907
C -13.098 -7.918 4.734
C -11.915 -8.554 5.029
C -11.029 -9.085 4.096
N -11.266 -8.813 2.815
C -12.396 -8.196 2.452
C -13.328 -7.714 3.370
C -10.284 -9.296 1.847
H -17.397 -5.785 8.371
H -16.431 -4.263 8.204
H -15.964 -5.397 9.450
H -16.307 -4.816 6.045
H -14.751 -5.758 4.349
H -13.416 -8.431 7.297
H -15.052 -7.418 8.933
H -11.596 -8.770 6.038
H -10.048 -9.488 4.300
H -12.558 -7.930 1.418
H -14.207 -7.260 2.936
H -9.311 -9.512 2.289
H -10.078 -8.485 1.149
H -10.638 -10.241 1.435
C -28.440 -6.954 -1.817
C -28.690 -5.437 -1.505
C -29.858 -4.752 -2.304
C -29.401 -4.325 -3.763
N -30.373 -3.394 -4.502
C -30.605 -2.144 -3.763
C -30.702 -1.006 -4.767
C -29.722 -1.475 -5.798
C -29.806 -2.933 -5.842
C -31.682 -4.167 -4.680
H -29.257 -7.473 -2.317
H -28.266 -7.513 -0.898
H -27.580 -7.195 -2.443
H -27.801 -4.815 -1.615
H -28.874 -5.341 -0.435
H -30.360 -3.949 -1.764
H -30.696 -5.443 -2.386
H -29.258 -5.129 -4.485
H -28.503 -3.709 -3.710
H -31.493 -2.305 -3.153
H -29.801 -2.000 -3.042
H -31.745 -0.992 -5.082
H -30.691 0.017 -4.391
H -29.890 -1.123 -6.816
H -28.747 -1.109 -5.476
H -30.595 -3.117 -6.571
H -28.961 -3.538 -6.169
H -31.425 -4.998 -5.338
H -32.347 -3.542 -5.275
H -32.141 -4.522 -3.757
C -29.884 -4.116 9.264
C -28.934 -5.048 8.558
C -29.473 -6.428 8.161
C -30.307 -6.481 6.834
N -31.194 -7.662 6.685
C -30.256 -8.868 6.525
C -30.812 -9.795 5.356
C -32.159 -9.163 4.951
C -31.966 -7.695 5.385
C -32.251 -7.827 7.804
H -30.436 -4.646 10.040
H -30.491 -3.678 8.471
H -29.313 -3.339 9.772
H -28.097 -5.204 9.239
H -28.503 -4.568 7.679
H -29.998 -6.978 8.941
H -28.679 -7.132 7.911
H -29.876 -6.416 5.834
H -31.140 -5.788 6.955
H -30.480 -9.404 7.448
H -29.178 -8.799 6.380
H -31.069 -10.786 5.732
H -30.095 -9.832 4.537
H -32.930 -9.693 5.510
H -32.473 -9.262 3.912
H -32.911 -7.153 5.360
H -31.345 -7.199 4.638
H -32.842 -6.929 7.981
H -31.610 -8.151 8.624
H -32.887 -8.699 7.646
As -28.264 4.345 10.503
F -28.576 3.790 12.205
F -26.942 5.515 10.958
F -28.137 4.708 8.741
F -29.638 3.254 10.047
F -29.424 5.697 10.804
F -27.126 3.019 10.330
As -25.773 3.975 -2.785
F -25.249 5.660 -2.749
F -25.092 3.812 -1.089
F -26.165 2.233 -2.714
F -26.512 4.211 -4.375
F -24.231 3.521 -3.586
F -27.303 4.466 -1.963
As -22.816 -7.049 5.405
F -24.364 -6.076 5.217
F -22.899 -6.846 7.132
F -21.401 -8.182 5.727
F -22.496 -7.274 3.691
F -21.806 -5.645 5.313
F -23.859 -8.519 5.568
As -8.412 -3.957 -5.844
F -8.336 -2.313 -6.506
F -7.907 -4.625 -7.396
F -8.368 -5.697 -5.250
F -9.091 -3.399 -4.321
F -10.138 -4.204 -6.400
F -6.785 -3.857 -5.132
As -34.195 -1.453 2.364
F -32.719 -2.461 2.621
F -34.616 -2.477 0.922
F -35.664 -0.554 2.054
F -33.786 -0.358 3.687
F -33.345 -0.311 1.278
F -35.158 -2.603 3.413
O -16.625 2.583 5.097
C -17.559 2.421 6.025
O -17.503 1.431 6.800
O -18.565 3.189 6.053
H -16.020 1.847 5.210
O -22.693 -3.894 -4.382
C -22.826 -5.204 -4.676
O -23.810 -5.548 -5.340
O -22.033 -6.070 -4.235
H -23.541 -3.750 -4.808
O -11.754 -2.610 2.624
C -11.605 -1.850 3.720
O -12.404 -0.910 3.926
O -10.602 -2.077 4.415
H -10.935 -3.007 2.929
O -17.384 -9.418 -4.356
C -16.495 -9.970 -3.529
O -15.494 -10.603 -3.891
O -16.728 -9.734 -2.320
H -18.074 -8.950 -3.879
O -13.715 0.193 -5.548
C -14.093 1.322 -5.007
O -13.531 2.335 -5.425
O -14.873 1.334 -4.036
H -13.108 0.508 -6.222
*
```

---

Entry from the OMol25 dataset: a molecular structure, C11H14N7PtS3 in a non-equilibrium geometry (the ωB97M-V functional and the def2-TZVPD basis).

Computed properties:
- HOMO energy: -10.62 eV
- LUMO: -4.427 eV

Geometry as ORCA input:
```
! wB97M-V def2-TZVPD RIJCOSX def2/J DEFGRID3
* xyz 1 1
Pt -0.381 0.355 -0.662
C -4.379 3.405 0.763
S -4.139 3.200 -1.028
C -2.613 2.320 -0.962
S -2.683 0.590 -0.756
N -1.508 2.986 -1.090
N -0.386 2.264 -1.048
C 0.779 2.818 -1.206
C 1.919 1.966 -1.081
C 3.238 2.413 -1.188
C 4.275 1.526 -1.009
C 3.986 0.195 -0.721
C 2.665 -0.189 -0.641
N 1.654 0.656 -0.824
H -5.297 3.973 0.887
H -3.541 3.958 1.179
H -4.479 2.432 1.237
H 0.840 3.875 -1.427
H 3.416 3.457 -1.410
H 5.302 1.855 -1.084
H 4.773 -0.527 -0.557
H 2.407 -1.216 -0.412
C -0.491 -4.806 0.224
C -0.422 -3.684 1.188
N -0.378 -3.769 2.467
N -0.316 -2.483 2.917
C -0.310 -1.559 1.945
S -0.223 0.092 2.089
N -0.377 -2.340 0.810
N -0.444 -1.840 -0.492
H -0.504 -5.739 0.780
H 0.376 -4.809 -0.439
H -1.394 -4.749 -0.385
H -0.287 -2.289 3.904
H -1.349 -2.061 -0.902
H 0.271 -2.276 -1.065
*
```

---

Entry from the OMol25 dataset: a molecular structure, C28H37BCrNO3 in a non-equilibrium geometry (the ωB97M-V functional and the def2-TZVPD basis).

Computed properties:
- HOMO energy (alpha / beta): -0.66 / -0.57 eV
- LUMO (alpha / beta): 2.805 / 2.831 eV

Geometry as ORCA input:
```
! wB97M-V def2-TZVPD RIJCOSX def2/J DEFGRID3
* xyz -1 5
C -1.654 0.243 2.279
C -1.920 -0.991 1.700
C -0.713 -1.551 1.185
H -2.880 -1.514 1.708
C 0.341 -0.609 1.348
C -0.196 0.543 2.209
H 1.391 -0.902 1.436
C -0.971 2.112 -1.773
C -2.054 1.410 -1.126
C -2.077 0.070 -1.600
H -2.799 1.867 -0.478
C -0.968 -0.111 -2.487
C -0.314 1.184 -2.649
H -0.586 -2.586 0.874
H 0.334 0.617 3.178
H -2.350 0.870 2.832
H 0.417 1.411 -3.422
H -2.846 -0.684 -1.400
H -0.740 3.170 -1.707
Cr 0.116 0.520 -0.533
C -0.585 -1.426 -3.141
C 0.376 -1.189 -4.318
C -1.798 -2.254 -3.598
H -0.169 -0.689 -5.128
H 0.759 -2.143 -4.701
H 1.221 -0.550 -4.033
H -2.380 -1.736 -4.372
H -2.473 -2.500 -2.766
H -1.456 -3.204 -4.036
C 0.102 -2.327 -2.070
C 1.382 -1.807 -1.530
H 0.339 -3.314 -2.506
H -0.581 -2.507 -1.212
O 1.448 -0.612 -1.107
N 2.465 -2.628 -1.480
C 2.756 -3.485 -0.308
H 3.315 -2.174 -1.819
C 1.543 -4.183 0.240
C 1.340 -4.217 1.627
H 2.061 -3.711 2.276
C 0.235 -4.883 2.164
H 0.113 -4.931 3.251
C -0.702 -5.486 1.314
H -1.574 -6.000 1.737
C -0.485 -5.481 -0.069
H -1.212 -5.944 -0.742
C 0.677 -4.901 -0.594
H 0.925 -5.026 -1.654
H 3.191 -2.847 0.475
H 3.525 -4.209 -0.621
C 1.329 4.533 0.122
C 1.031 3.983 1.509
C 1.993 4.619 2.491
O 1.306 2.559 1.509
B 0.053 1.969 1.575
O -1.036 2.834 1.427
C -0.508 4.084 1.892
C -0.754 4.174 3.396
C -1.292 5.190 1.218
H 0.700 4.058 -0.645
H 2.377 4.330 -0.138
H 1.173 5.621 0.095
H 3.023 4.477 2.136
H 1.807 5.697 2.587
H 1.909 4.155 3.479
H -0.507 5.171 3.780
H -1.813 3.983 3.594
H -0.176 3.431 3.952
H -1.201 5.158 0.126
H -2.359 5.097 1.464
H -0.942 6.169 1.575
*
```

---

Entry from the OMol25 dataset: 3 unconnected molecules or ions with the total composition C17H37O3 in a non-equilibrium geometry (the ωB97M-V functional and the def2-TZVPD basis).

Computed properties:
- HOMO energy: -3.97 eV
- LUMO: 2.538 eV

Geometry as ORCA input:
```
! wB97M-V def2-TZVPD RIJCOSX def2/J DEFGRID3
* xyz -1 1
C 2.820 -2.190 -0.274
C 1.261 -2.218 -0.130
C 0.594 -0.807 -0.016
O -0.729 -0.975 0.489
C -1.613 -1.515 -0.511
C -1.941 -3.034 -0.330
O -2.669 -3.459 0.586
O -1.432 -3.850 -1.180
H 3.364 -2.030 0.684
H 3.101 -1.403 -1.014
H 3.113 -3.162 -0.747
H 0.900 -2.835 0.726
H 0.852 -2.685 -1.062
H 1.130 -0.124 0.696
H 0.607 -0.280 -1.012
H -2.567 -0.924 -0.504
H -1.158 -1.376 -1.523
C -5.265 -1.946 1.394
C -4.884 -0.499 1.682
C -4.298 -0.298 3.079
C -5.248 -0.633 4.232
C -6.564 0.145 4.233
C -6.373 1.650 4.385
H -6.044 -2.302 2.076
H -5.650 -2.041 0.376
H -4.395 -2.601 1.487
H -5.756 0.149 1.534
H -4.139 -0.181 0.946
H -3.958 0.739 3.175
H -3.402 -0.918 3.179
H -4.724 -0.445 5.176
H -5.472 -1.703 4.221
H -7.178 -0.214 5.067
H -7.134 -0.063 3.323
H -5.849 1.883 5.316
H -7.341 2.156 4.408
H -5.802 2.069 3.555
C 7.195 2.547 -4.125
C 6.625 1.369 -3.342
C 5.175 1.049 -3.704
C 4.173 2.168 -3.408
C 4.130 2.629 -1.951
C 3.701 1.529 -0.987
H 6.648 3.469 -3.922
H 8.239 2.715 -3.850
H 7.157 2.353 -5.200
H 6.718 1.562 -2.269
H 7.237 0.485 -3.547
H 4.872 0.139 -3.179
H 5.120 0.811 -4.772
H 3.175 1.824 -3.700
H 4.389 3.032 -4.044
H 3.422 3.459 -1.871
H 5.103 3.027 -1.645
H 2.708 1.152 -1.245
H 3.660 1.914 0.034
H 4.399 0.690 -0.994
*
```

---

Entry from the OMol25 dataset: 2 unconnected molecules or ions with the total composition C3H8NO in a non-equilibrium geometry (the ωB97M-V functional and the def2-TZVPD basis).

Computed properties:
- HOMO energy: -13.49 eV
- LUMO: -7.830 eV

Geometry as ORCA input:
```
! wB97M-V def2-TZVPD RIJCOSX def2/J DEFGRID3
* xyz 1 1
C 1.183 -1.441 -1.533
N 1.033 -0.096 -1.237
H 0.297 -1.846 -2.004
H 2.125 -1.954 -1.398
H 0.447 0.152 -0.449
H 1.311 0.582 -1.903
C -1.513 -0.180 1.143
C -0.582 0.768 1.452
O 0.121 1.480 0.484
H -1.617 -0.414 0.102
H -2.234 -0.487 1.972
H -0.525 1.068 2.552
H -0.045 2.367 0.820
*
```

---

Entry from the OMol25 dataset: 2 unconnected molecules or ions with the total composition CHN7 in a non-equilibrium geometry (the ωB97M-V functional and the def2-TZVPD basis).

Computed properties:
- HOMO energy (alpha / beta): -11.09 / -10.61 eV
- LUMO (alpha / beta): 0.666 / -3.947 eV

Geometry as ORCA input:
```
! wB97M-V def2-TZVPD RIJCOSX def2/J DEFGRID3
* xyz 0 3
C 0.655 -0.167 -0.597
N -2.667 0.399 -0.958
N 2.074 -1.196 0.481
N 1.792 -0.771 -0.764
N -2.143 0.744 -0.003
N 0.401 -0.115 0.736
N 1.311 -0.778 1.360
N -1.551 1.188 0.878
H 0.129 0.695 -1.133
*
```